Record 1
The following is a DFT calculation (ωB97M-V/def2-TZVPD) of a 2-piece molecular cluster, C3H9IN overall in a non-equilibrium geometry.

Structure (XYZ):
```
14
Properties=species:S:1:pos:R:3:forces:R:3
C -1.347606 0.198921 -0.746811 2.29 -0.95 -2.48
C 1.159886 -0.063007 -1.043852 2.93 0.19 1.50
C 0.131982 0.147228 -0.275402 -2.35 1.38 -0.87
N 0.417926 1.001927 0.914320 -2.36 -2.32 3.50
I -0.459251 -2.438621 2.104169 -0.09 0.10 0.20
H -1.509867 -0.536444 -1.589615 0.30 0.18 1.31
H -2.115996 0.113758 -0.045816 -0.96 -0.18 1.31
H -1.434011 1.091751 -1.354197 -0.22 0.73 0.43
H 1.164430 -0.556428 -1.974989 -0.27 -0.43 -0.87
H 2.175524 0.239230 -0.621524 -1.26 -0.54 -0.88
H 0.399425 -2.768306 0.798431 0.09 -0.09 -0.14
H 1.104968 0.588979 1.580154 -0.42 -0.23 -0.63
H -0.476849 1.100778 1.542814 1.92 -0.02 -1.55
H 0.789438 1.880234 0.712317 0.41 2.18 -0.84
```
Positions in Å, forces in eV/Å.

Results
Orbital gap (eV): 9.97
LUMO (eV): -3.7
Net charge: +1

Record 2
The following is a DFT calculation (ωB97M-V/def2-TZVPD) of a 2-piece molecular cluster, C9H7Cl2NOS overall in a non-equilibrium geometry.

Structure (XYZ):
```
21
Properties=species:S:1:pos:R:3:forces:R:3
C -3.417018 -1.643962 0.970674 0.45 0.79 0.85
C 3.300175 -0.678441 -0.053349 0.13 -0.02 -0.01
C 2.093723 -1.343199 0.074811 -0.01 0.00 0.00
C 3.314578 0.687543 -0.287600 0.00 -0.08 0.04
C 0.895233 -0.657379 -0.034508 -0.13 0.23 0.09
C 2.127395 1.384091 -0.404793 -0.38 0.07 -0.03
C 0.920303 0.707905 -0.282884 0.34 -0.25 0.09
C -1.362712 0.970882 -0.858978 -0.62 -0.25 -0.29
C -2.575420 1.300601 -0.417383 0.50 -0.11 0.00
N -3.175571 -1.026019 1.965666 0.00 -0.24 -0.35
O -0.229790 1.476717 -0.362497 0.21 0.18 0.06
S -3.519841 -2.282410 -0.439217 -0.26 -0.58 -0.76
Cl -1.230036 -0.056173 -2.261282 -0.03 0.20 -0.02
Cl -2.774384 2.290950 0.965049 -0.04 0.20 0.19
H 4.230882 -1.219310 0.031182 0.05 -0.06 0.02
H 2.078853 -2.404920 0.269059 -0.01 -0.09 0.01
H 4.254842 1.210351 -0.376081 0.06 0.06 -0.03
H -0.044623 -1.173689 0.087295 -0.11 -0.04 0.00
H 2.111922 2.446469 -0.590672 0.00 0.12 -0.02
H -3.516501 -0.964777 2.898308 -0.18 -0.03 0.28
H -3.482002 0.974780 -0.892803 0.02 -0.10 -0.12
```
Positions in Å, forces in eV/Å.

Results
Orbital gap (eV): 9.43
SMILES string: Cl/C=C(/Cl)Oc1ccccc1.N=C=S
LUMO (eV): 0.7

Record 3
The following is a DFT calculation (ωB97M-V/def2-TZVPD) of an isolated ion of composition C6H11ClN3O and charge +1 in a non-equilibrium geometry.

Structure (XYZ):
```
22
Properties=species:S:1:pos:R:3:forces:R:3
C -0.305375 -1.498407 0.332911 1.17 -2.21 2.23
C -2.751318 0.362330 -0.052701 1.74 0.08 1.20
C 1.441371 0.133665 0.434667 -1.40 -3.12 3.22
C -2.655586 -1.057610 0.067450 -2.57 -0.19 -0.81
C 0.102983 -0.109538 -1.445210 -0.65 2.68 -4.98
C 3.273374 1.506128 0.546900 5.41 -3.41 -2.69
N -1.685261 1.035455 0.163609 -0.86 2.34 0.93
N 0.428321 -0.446983 -0.155735 1.37 1.16 1.03
N -1.600521 -1.767050 0.364652 1.01 -0.74 1.51
O 2.219007 0.911033 -0.171877 -0.47 1.74 -1.91
Cl -4.364965 0.938938 -0.107947 -0.35 0.39 -0.26
H 0.309538 -2.337784 0.581344 0.10 -0.31 0.50
H 1.665853 -0.226716 1.503338 -0.33 0.79 -1.54
H -3.597180 -1.579832 0.023542 0.08 -0.31 0.25
H -0.414765 0.950115 -1.436813 0.97 -2.28 -0.38
H 1.002827 -0.062317 -2.140750 -0.92 -0.14 0.99
H -0.566536 -0.894214 -1.845011 0.13 0.79 0.01
H 3.114646 2.338718 1.101080 -1.35 2.29 1.70
H 4.182830 1.752052 -0.196972 -2.53 -0.33 1.20
H 3.734019 0.637890 1.063291 -0.21 0.95 0.60
H -1.793382 2.072438 0.398921 -0.32 -1.83 -0.75
H -1.739875 -2.658306 0.971301 -0.03 1.66 -2.03
```
Positions in Å, forces in eV/Å.

Results
Orbital gap (alpha / beta) (eV): 7.42 / 7.42
LUMO (alpha / beta) (eV): -4.0 / -4.0
Net charge: +1

Record 4
The following is a DFT calculation (ωB97M-V/def2-TZVPD) of C37H42N2O8Sc as an isolated structure in a non-equilibrium geometry.

Structure (XYZ):
```
90
Properties=species:S:1:pos:R:3:forces:R:3
Sc 0.000000 0.000000 0.000000 -1.78 -0.15 0.46
O -1.960933 -2.424656 -3.026418 9.29 0.25 1.27
C -1.090140 -1.891849 -2.267194 3.11 -6.73 -6.94
O -1.223132 -1.170103 -1.248181 10.34 -9.90 -9.21
C 0.336671 -2.035427 -2.754496 -0.63 0.81 -0.23
C 0.573858 -0.594187 -3.204598 0.99 -0.03 -0.68
C 1.939962 -0.450189 -3.880288 0.09 0.23 -0.48
C 2.899014 -0.531683 -2.686443 0.10 -0.20 -0.53
C 1.931287 -0.788856 -1.523146 2.26 -5.17 -3.95
O 0.837433 0.065830 -1.944752 -1.74 -1.71 -3.86
C 1.378141 -2.209993 -1.654165 0.49 -0.05 -0.37
C 0.968876 -2.690038 -0.256971 2.15 -3.27 -0.45
O 1.633540 -3.711415 0.127401 -1.66 1.90 -0.09
O 0.118304 -2.027980 0.388408 4.53 -3.02 -3.57
H 0.427948 -2.763007 -3.566431 -0.33 0.17 0.25
H -0.237712 -0.107389 -3.755177 0.03 -0.18 0.37
H 2.122060 -1.219076 -4.636904 -0.15 0.07 0.09
H 2.033841 0.532429 -4.356466 -0.09 -0.18 -0.07
H 3.659826 -1.308997 -2.803103 -0.09 0.06 0.19
H 3.405762 0.431627 -2.560194 -0.76 -1.11 -1.05
H 2.324941 -0.500369 -0.545471 -0.45 -6.73 -3.21
H 2.167662 -2.887346 -2.007956 -0.24 0.19 0.31
C -0.076499 4.400114 -0.313623 0.02 -0.01 -0.16
C 0.491667 3.983442 1.013956 -0.24 -0.04 0.37
C 1.296164 4.877360 1.735961 0.20 -0.36 0.33
C 1.841430 4.506452 2.963323 -0.09 0.02 -0.26
C 1.595960 3.236602 3.480363 -0.11 0.22 -0.46
C 0.791241 2.327352 2.779322 -0.04 0.40 1.13
C 0.557164 0.952217 3.341031 -0.74 3.84 2.67
C 0.208543 2.713072 1.554319 0.87 2.21 0.51
N -0.601055 1.805929 0.853941 0.20 1.18 -1.45
C -1.888867 1.785084 1.037669 -2.51 -1.43 -0.09
C -2.662049 2.701730 1.957043 0.34 -0.32 0.22
C -2.686922 0.700688 0.290696 -0.10 2.26 1.58
C -4.174377 0.637391 0.549489 0.21 -0.16 0.01
N -2.021253 -0.084010 -0.505582 -9.30 13.33 8.86
C -2.668664 -1.120420 -1.195022 -2.19 0.44 0.29
C -3.211164 -0.896042 -2.476131 -5.04 1.86 -0.60
C -3.124312 0.456312 -3.126443 0.13 -0.11 0.15
C -3.869257 -1.941569 -3.140070 -2.99 0.63 1.22
C -3.957798 -3.205081 -2.559396 -1.97 -0.14 -0.40
C -3.385160 -3.440360 -1.311460 -0.26 1.28 0.98
C -2.727742 -2.409548 -0.625688 -4.36 -4.38 1.95
C -2.101335 -2.686006 0.713192 -2.36 -0.26 0.29
H 0.391461 5.321723 -0.675771 -0.06 -0.09 0.16
H -1.152399 4.579851 -0.223944 0.04 -0.08 -0.20
H 0.102187 3.629206 -1.070159 -0.22 0.04 0.08
H 1.511485 5.866472 1.338633 -0.06 -0.16 -0.09
H 2.471263 5.202927 3.510815 -0.07 -0.05 -0.06
H 2.045361 2.954759 4.429641 -0.11 -0.12 -0.17
H 1.171712 0.772519 4.229492 -0.38 0.70 0.05
H 0.820701 0.186870 2.603524 -3.39 4.57 3.09
H -0.491784 0.833825 3.630210 -0.17 -0.19 -0.19
H -2.056048 3.517288 2.353841 0.13 -0.14 -0.08
H -3.046187 2.123915 2.802042 -0.27 0.19 0.09
H -3.495877 3.153260 1.413069 -0.01 -0.13 0.11
H -4.358843 0.556561 1.623944 -0.07 0.22 -0.02
H -4.655598 -0.216960 0.071627 0.27 -0.01 -0.15
H -4.645429 1.546086 0.164631 -0.07 -0.03 0.12
H -2.117799 0.874942 -3.025114 -0.05 0.31 0.02
H -3.849055 1.138980 -2.672380 0.17 0.35 -0.12
H -3.337575 0.394794 -4.199043 -0.05 -0.07 0.15
H -4.308271 -1.778559 -4.121792 0.08 0.14 0.05
H -4.461782 -4.011112 -3.086038 0.02 0.07 0.00
H -3.446534 -4.436436 -0.879471 0.16 0.13 0.09
H -2.122374 -3.754598 0.951949 -0.18 0.07 -0.11
H -2.643948 -2.155776 1.502169 -0.15 0.05 0.30
H -1.052208 -2.372753 0.718501 -2.45 -0.93 0.97
C 4.584401 -1.697099 6.013196 -0.10 -0.07 0.19
O 3.299511 -1.584669 5.421085 0.41 0.09 0.00
C 3.247522 -1.019271 4.175312 -2.53 -0.76 -0.76
C 4.284893 -0.370164 3.533499 1.06 1.08 -1.30
C 4.082438 0.144510 2.250838 0.02 -0.75 1.07
C 2.842224 0.019299 1.572897 0.43 1.02 -2.65
C 2.773935 0.574944 0.143168 2.51 3.66 5.40
C 4.086696 0.907623 -0.534576 0.20 0.30 0.13
O 1.750972 0.800049 -0.501973 2.46 11.29 5.64
C 1.740331 -0.612005 2.219766 4.10 -4.09 -0.10
O 0.570483 -0.766934 1.733169 1.90 -1.36 0.93
C 2.011892 -1.111836 3.522947 1.50 -1.67 0.73
H 4.475140 -2.259995 6.945394 -0.20 0.10 -0.21
H 4.987453 -0.711272 6.266339 0.10 -0.06 -0.13
H 5.275117 -2.253206 5.370026 -0.02 0.19 -0.03
H 5.256394 -0.241020 3.993386 -0.06 0.01 0.00
H 4.922411 0.654097 1.793793 -0.19 -0.07 -0.06
H 4.793566 0.078508 -0.449380 0.06 0.20 0.16
H 4.501191 1.829388 -0.117105 0.02 -0.19 0.21
H 3.908826 1.071497 -1.602678 0.46 0.72 1.51
H 1.195940 -1.612987 4.047064 0.18 0.17 -0.21
H 0.849738 1.080776 1.253514 -0.58 -0.37 0.03
```
Positions in Å, forces in eV/Å.

Results
Orbital gap (alpha / beta) (eV): 4.20 / 4.20
LUMO (alpha / beta) (eV): 1.7 / 1.7
Net charge: -1

Record 5
The following is a DFT calculation (ωB97M-V/def2-TZVPD) of C6H10O as an isolated structure.

Structure (XYZ):
```
17
Properties=species:S:1:pos:R:3:forces:R:3
C 1.208179 -0.811786 -0.245464 0.00 -0.21 0.00
C 1.450260 -2.024335 0.246057 -0.05 0.19 -0.06
O -0.813819 1.550155 -0.766046 0.57 0.18 0.18
H -1.520505 2.223640 -0.864263 0.13 -0.09 0.05
H 1.407263 -0.616142 -1.296857 0.01 -0.01 0.01
H 1.859104 -2.815313 -0.369635 -0.01 0.05 0.00
H 1.245446 -2.267092 1.283220 -0.01 0.04 -0.02
C -1.185139 0.358758 0.245497 0.06 -0.23 0.00
C 0.586300 0.293695 0.510782 -0.13 0.11 0.02
C -1.933020 -0.633959 -0.317303 0.18 0.18 0.10
C 0.823759 1.634059 0.016462 -0.78 -0.20 -0.22
H -1.575154 0.820688 1.147934 0.04 -0.02 -0.02
H 0.667805 0.177989 1.588625 -0.01 0.01 -0.02
H -2.789951 -1.031922 0.208533 0.01 0.06 0.00
H 0.759170 2.472090 0.699695 -0.01 -0.02 -0.02
H -1.613574 -1.135868 -1.220320 0.03 -0.01 0.01
H 1.423876 1.805343 -0.866918 -0.02 -0.02 -0.01
```
Positions in Å, forces in eV/Å.

Results
Orbital gap (alpha / beta) (eV): 7.63 / 7.63
LUMO (alpha / beta) (eV): 0.7 / 0.7

Record 6
The following is a DFT calculation (ωB97M-V/def2-TZVPD) of C38H65N7O7PZr as an isolated structure in a non-equilibrium geometry.

Structure (XYZ):
```
119
Properties=species:S:1:pos:R:3:forces:R:3
Zr -0.197994 0.028190 -0.367367 -0.99 0.01 -0.57
N -2.621828 2.322186 1.226660 0.01 -0.03 0.07
N -1.578849 3.241938 1.005627 0.10 0.18 0.02
C -0.242069 2.875801 1.041267 0.26 -0.43 -0.04
O 0.635304 3.734870 1.074145 -0.16 0.09 0.03
O -0.034112 1.590731 1.024564 -0.15 0.34 -0.09
H -2.768297 1.838621 0.346370 -0.01 -0.05 -0.02
H -2.298660 1.590386 1.873813 -0.01 0.02 -0.04
H -1.745261 4.172863 1.347260 -0.08 0.00 0.02
C 3.029110 -2.839937 -4.212549 0.01 0.07 0.05
O 2.225062 -1.895091 -3.514361 -0.04 0.02 -0.13
C 1.804671 -2.162893 -2.268205 0.02 -0.14 0.08
O 0.940598 -1.483322 -1.771692 -0.21 0.20 -0.16
N 2.371275 -3.231027 -1.649034 0.16 0.05 -0.03
N 2.086312 -3.504971 -0.298812 -0.02 -0.07 0.01
H 3.000048 -2.535771 -5.254350 0.02 -0.01 -0.02
H 2.626664 -3.847980 -4.108671 0.02 0.00 -0.03
H 4.063267 -2.802831 -3.860713 0.01 -0.04 -0.02
H 3.300100 -3.491402 -1.931528 0.02 -0.07 0.04
H 1.868865 -2.626190 0.175853 0.04 0.04 0.03
H 1.233239 -4.052269 -0.280695 0.04 0.02 0.02
C -3.096963 -2.963618 2.684438 -0.05 -0.08 -0.03
C -2.241509 -1.782416 3.152888 0.14 0.06 0.10
C -2.982528 -1.106455 4.314492 -0.06 0.01 0.01
C -0.888410 -2.273819 3.694005 -0.01 -0.03 -0.02
C -1.892973 -0.648860 2.171260 -0.06 -0.12 -0.30
N -1.692238 -0.845749 0.891013 -0.19 -0.07 0.27
H -3.557436 -3.456370 3.547473 0.02 0.00 0.01
H -2.521655 -3.719022 2.157623 0.02 0.02 -0.01
H -3.905966 -2.634487 2.029781 0.00 0.04 0.02
H -3.119308 -1.805166 5.147784 0.01 0.01 0.01
H -3.970145 -0.761939 3.995150 0.01 0.00 -0.03
H -2.426771 -0.232037 4.652251 0.01 -0.01 0.01
H -1.040287 -3.021860 4.479182 -0.01 0.03 0.02
H -0.317041 -1.439884 4.109395 -0.02 0.01 0.00
H -0.282203 -2.727366 2.907088 -0.01 -0.01 -0.02
C -2.144307 4.249067 -2.407874 -0.02 0.07 -0.01
C -2.702500 3.023745 -3.152223 -0.12 0.15 -0.02
C -3.874395 2.482115 -2.296807 0.01 -0.01 -0.03
C -3.253184 3.509861 -4.497974 -0.05 0.06 -0.08
P -1.356039 1.719320 -3.216503 0.05 -0.28 0.99
N -1.219367 1.058912 -1.804687 0.69 -0.23 -0.10
C 0.257465 2.517433 -3.725625 0.09 0.12 -0.18
C 1.239633 1.409584 -4.133661 0.14 -0.01 -0.06
C 0.898338 3.232797 -2.522174 0.04 0.02 0.01
C 0.156864 3.517264 -4.885495 0.07 0.08 -0.10
C -1.827154 0.445028 -4.498605 -0.08 -0.03 -0.23
C -1.018352 -0.839516 -4.269136 -0.02 -0.08 -0.07
C -3.292652 0.035340 -4.283209 -0.03 0.03 -0.01
C -1.648946 0.892839 -5.953791 -0.04 -0.05 -0.16
H -2.983892 4.919061 -2.201599 0.02 0.02 0.01
H -1.425106 4.809456 -3.005413 -0.05 -0.04 0.06
H -1.689210 3.982285 -1.453498 -0.04 -0.06 0.03
H -4.278094 3.297045 -1.693055 -0.04 -0.02 -0.01
H -3.561964 1.694304 -1.613100 0.08 -0.01 -0.03
H -4.684538 2.098110 -2.915550 0.01 -0.06 -0.05
H -3.977005 4.307235 -4.299440 -0.01 0.00 -0.01
H -3.780222 2.730355 -5.050018 0.05 0.05 0.05
H -2.484209 3.928830 -5.149680 -0.01 -0.02 0.05
H 1.329716 0.628059 -3.379523 -0.04 0.07 0.08
H 2.227015 1.866690 -4.245662 0.01 -0.01 -0.03
H 0.981664 0.940321 -5.084314 0.08 0.09 0.07
H 0.954422 2.614981 -1.628265 -0.03 -0.09 -0.04
H 0.393142 4.152978 -2.245501 0.00 0.00 -0.01
H 1.925465 3.486497 -2.801606 0.00 0.05 0.00
H -0.303630 3.103425 -5.785387 0.05 0.02 0.12
H 1.172589 3.827186 -5.153159 0.00 0.01 -0.01
H -0.386246 4.420826 -4.607754 0.03 -0.07 -0.03
H -1.151608 -1.208227 -3.254099 -0.01 0.05 0.05
H 0.043575 -0.726395 -4.471765 -0.10 -0.06 0.06
H -1.413574 -1.598387 -4.954079 0.03 -0.01 -0.02
H -3.467288 -0.266333 -3.250925 0.04 0.01 0.06
H -3.486026 -0.830689 -4.923389 -0.05 0.00 0.02
H -4.004795 0.811520 -4.558564 0.02 -0.01 0.03
H -0.600718 1.024087 -6.225571 -0.09 -0.03 0.02
H -2.177194 1.816809 -6.195139 0.02 -0.07 0.05
H -2.053348 0.109006 -6.603560 0.00 0.00 -0.01
C 2.966839 -1.414968 8.344686 0.01 0.02 0.06
C 3.112357 -2.020219 6.975557 -0.03 0.02 -0.03
C 3.472670 -3.354566 6.839012 0.01 -0.04 0.00
C 3.589084 -3.937505 5.585523 -0.01 0.04 -0.01
C 3.367733 -3.170590 4.455869 0.05 -0.02 0.02
C 3.008974 -1.830719 4.575990 -0.05 0.03 -0.06
N 2.746038 -1.096054 3.396454 -0.01 -0.13 -0.14
C 3.551722 -0.109834 2.891145 -0.05 0.12 -0.07
C 4.654681 0.363793 3.619897 -0.01 0.04 -0.08
C 5.394129 1.433143 3.154616 0.09 0.05 0.05
C 5.079412 2.073550 1.961305 -0.05 -0.05 0.00
C 4.027029 1.583683 1.210596 0.10 -0.01 0.04
C 3.282576 0.486363 1.632304 -0.04 -0.20 0.09
C 2.210509 0.010648 0.726814 0.00 0.22 -0.15
O 2.047560 0.551477 -0.401425 0.32 0.12 0.01
O 1.400306 -0.918804 1.067615 0.23 -0.20 0.35
C 2.855447 -1.245092 5.835442 -0.02 -0.04 0.08
C 2.380668 0.172495 5.981521 -0.01 0.06 0.00
H 3.211525 -2.141057 9.119647 0.00 -0.01 -0.01
H 1.947924 -1.063531 8.522211 -0.01 -0.02 -0.02
H 3.620960 -0.549076 8.472037 0.00 -0.01 -0.02
H 3.654136 -3.946979 7.728861 0.00 0.01 0.00
H 3.859124 -4.981591 5.489860 0.01 0.00 0.01
H 3.478318 -3.591003 3.463631 -0.03 0.00 0.00
H 2.020426 -1.425981 2.770926 -0.02 0.04 -0.04
H 4.916441 -0.106747 4.558422 -0.02 0.00 -0.01
H 6.229860 1.783043 3.750545 0.00 0.01 -0.01
H 5.637920 2.937576 1.629074 0.02 0.00 0.00
H 3.740230 2.046306 0.276493 -0.01 -0.01 0.00
H 2.100101 0.601948 5.023337 -0.01 -0.02 0.00
H 3.148359 0.812313 6.425508 0.02 -0.02 -0.01
H 1.509007 0.216589 6.638232 0.00 -0.01 0.00
C -3.876456 -1.778575 -0.646692 -0.08 -0.06 0.10
O -2.562768 -1.728221 -1.140295 0.10 0.08 0.00
C -1.515963 -1.839492 -0.147979 -0.10 0.34 0.15
C -1.210984 -3.294614 0.077155 0.07 -0.16 0.05
H -4.046055 -1.022898 0.129509 0.02 0.00 -0.02
H -4.129248 -2.762670 -0.228593 0.02 -0.01 -0.01
H -4.550831 -1.579176 -1.482747 0.02 0.00 -0.01
H -2.099949 -3.911555 0.248577 -0.02 0.01 -0.03
H -0.537904 -3.443339 0.924476 -0.01 0.05 0.01
H -0.724125 -3.699381 -0.819717 -0.06 0.05 -0.02
```
Positions in Å, forces in eV/Å.

Results
Orbital gap (eV): 5.35
LUMO (eV): 2.1
Net charge: -1

Which formula does entry 5 have?
C6H10O